Record 1
Here is a molecular structure, C26H37N6Ni from OMol25. Energies are from ωB97M-V/def2-TZVPD.

Computed properties:
- Relative energy (zero: lowest compared OMol25 entry of this formula, charge and spin): 0.0000 eV
- Multiplicity: 3
- Expectation value of S²: 2.01
- Total charge: +1
- Orbital gap (alpha / beta): 5.810 / 6.811 eV

```
70
C26H37N6Ni ωB97M-V/def2-TZVPD
Ni -0.415 -0.336 0.619
C -1.571 -0.901 2.389
C -0.350 -1.648 2.415
C 0.714 -0.732 2.559
C 0.170 0.579 2.640
C -1.241 0.472 2.559
C -2.252 1.563 2.727
C 0.982 1.803 2.940
C 2.169 -1.046 2.722
C -0.210 -3.140 2.495
C -2.969 -1.442 2.356
H -3.048 1.501 1.981
H -1.808 2.555 2.648
H -2.729 1.496 3.707
H 1.809 1.935 2.237
H 1.423 1.735 3.938
H 0.377 2.709 2.922
H 2.756 -0.763 1.845
H 2.335 -2.105 2.917
H 2.584 -0.493 3.567
H 0.592 -3.523 1.859
H -1.132 -3.655 2.225
H 0.027 -3.446 3.517
H -3.584 -0.956 1.593
H -3.473 -1.290 3.314
H -2.986 -2.512 2.151
C -1.473 5.083 -0.609
C -2.387 4.442 -1.442
C -2.453 3.061 -1.479
C -1.595 2.331 -0.668
C -0.698 2.955 0.183
C -0.630 4.342 0.203
N -1.579 0.885 -0.661
N -2.182 0.361 -1.608
C -2.175 -1.080 -1.568
C -2.985 -1.705 -2.492
C -3.038 -3.093 -2.477
C -2.275 -3.770 -1.545
C -1.482 -3.044 -0.665
N -1.423 -1.715 -0.673
H -1.430 6.163 -0.590
H -3.054 5.024 -2.063
H -3.159 2.554 -2.121
H -0.068 2.358 0.829
H 0.071 4.836 0.863
H -3.555 -1.108 -3.188
H -3.663 -3.628 -3.178
H -2.279 -4.849 -1.488
H -0.869 -3.544 0.071
C 2.018 -2.430 -0.758
N 2.649 -1.393 -1.550
C 4.105 -1.544 -1.583
C 2.129 -0.121 -1.483
N 1.259 0.226 -0.571
N 2.613 0.767 -2.402
C 3.020 0.361 -3.743
C 2.315 2.179 -2.248
H 2.354 -3.397 -1.134
H 0.943 -2.370 -0.863
H 2.274 -2.359 0.303
H 4.492 -1.664 -0.565
H 4.581 -0.678 -2.027
H 4.374 -2.428 -2.161
H 0.974 1.177 -0.769
H 2.947 -0.716 -3.848
H 4.044 0.674 -3.953
H 2.360 0.824 -4.479
H 2.573 2.521 -1.245
H 1.261 2.412 -2.445
H 2.923 2.738 -2.955
```

Here are the Löwdin charges for atoms 1 to 2, given in e: number 1, Ni, carries 0.55; number 2, C, carries -0.27

Record 2
Here is a molecular structure, C20H21MoN3OSSi from OMol25. Energies are from ωB97M-V/def2-TZVPD.

Computed properties:
- Relative energy (zero: lowest compared OMol25 entry of this formula, charge and spin): 0.0000 eV
- Multiplicity: 2
- Expectation value of S²: 0.77
- Total charge: +1
- Orbital gap (alpha / beta): 7.954 / 6.948 eV

```
48
C20H21MoN3OSSi ωB97M-V/def2-TZVPD
Mo 1.223 0.464 -0.279
O 3.008 -0.381 0.240
N 3.799 -1.080 -0.588
C 4.942 -1.585 -0.077
C 5.770 -2.316 -0.878
C 5.409 -2.521 -2.214
C 4.241 -1.990 -2.700
C 3.403 -1.240 -1.866
S 1.932 -0.506 -2.384
H 5.109 -1.367 0.966
H 6.682 -2.721 -0.466
H 6.049 -3.100 -2.866
H 3.939 -2.131 -3.728
N 1.588 1.943 2.606
C 1.454 1.419 1.591
H 1.738 2.469 3.445
C 0.781 -2.362 1.694
Si -0.280 -1.422 0.491
C -0.872 -2.510 -0.892
C -1.720 -0.658 1.377
C -2.852 -0.258 0.658
C -3.934 0.330 1.297
C -3.898 0.538 2.670
C -2.783 0.152 3.402
C -1.705 -0.443 2.758
H 0.172 -3.108 2.217
H 1.251 -1.722 2.442
H 1.572 -2.886 1.154
H -1.887 -2.848 -0.670
H -0.227 -3.386 -0.984
H -0.887 -2.005 -1.858
H -2.899 -0.412 -0.416
H -4.806 0.625 0.726
H -4.744 0.992 3.172
H -2.762 0.298 4.475
H -0.849 -0.758 3.348
N -0.105 1.477 -0.739
C -1.184 2.298 -1.124
C -1.963 2.901 -0.146
C -3.048 3.675 -0.526
C -3.353 3.834 -1.872
C -2.570 3.220 -2.842
C -1.478 2.451 -2.472
H -1.727 2.742 0.899
H -3.661 4.145 0.231
H -4.204 4.434 -2.166
H -2.807 3.342 -3.890
H -0.857 1.967 -3.216
```

Here are the Löwdin charges for atoms 1 to 2, given in e: number 1, Mo, carries 1.08; number 2, O, carries -0.36

Record 3
Here is a molecular structure, C13H25CeN2 from OMol25. Energies are from ωB97M-V/def2-TZVPD.

Computed properties:
- Relative energy (zero: lowest compared OMol25 entry of this formula, charge and spin): 11.6589 eV
- Multiplicity: 2
- Expectation value of S²: 0.75
- Total charge: +2
- Orbital gap (alpha / beta): 7.197 / 7.457 eV

```
41
C13H25CeN2 ωB97M-V/def2-TZVPD
C 0.781 1.768 -1.465
C 0.350 0.710 -2.297
H 1.875 1.864 -1.173
H 0.066 2.541 -1.036
H -0.761 0.624 -2.575
H 1.041 -0.142 -2.624
Ce -0.205 -0.071 -0.215
C -1.301 0.804 1.817
C -2.141 0.975 0.615
C -1.826 -1.361 0.973
C -1.181 -0.616 2.069
H -2.328 1.948 0.062
H -2.883 -0.612 -0.941
H -1.696 -2.453 0.738
C -2.454 -0.390 0.071
H -0.471 -1.057 2.804
H -0.848 1.631 2.415
C 0.793 -2.018 0.803
N 1.441 -0.763 1.520
C 2.365 -1.085 2.625
C 2.067 0.445 0.825
C 3.264 0.090 -0.095
N 2.958 -1.069 -1.078
C 4.009 -1.083 -2.046
C 2.947 -2.469 -0.550
H 0.679 -2.950 1.401
H 1.525 -2.118 0.016
H 0.007 -2.027 -0.344
H 3.327 -1.243 2.122
H 2.362 -0.125 3.250
H 1.898 -1.959 3.089
H 1.504 1.092 0.079
H 1.911 1.421 1.481
H 3.414 0.955 -0.790
H 4.184 -0.055 0.467
H 4.838 -1.253 -1.370
H 3.819 -1.927 -2.691
H 4.083 -0.137 -2.552
H 3.151 -2.487 0.540
H 2.060 -3.005 -1.036
H 3.654 -3.152 -1.048
```

Here are the Löwdin charges for atoms 1 to 2, given in e: number 1, C, carries -0.09; number 2, C, carries -0.11

Record 4
Here is a molecular structure, C24H32N6O2P2Pt from OMol25. Energies are from ωB97M-V/def2-TZVPD.

Computed properties:
- Relative energy (zero: lowest compared OMol25 entry of this formula, charge and spin): 0.0000 eV
- Multiplicity: 3
- Expectation value of S²: 2.03
- Total charge: +2
- Orbital gap (alpha / beta): 6.429 / 7.769 eV

```
67
C24H32N6O2P2Pt ωB97M-V/def2-TZVPD
Pt 0.405 -0.201 0.168
N 1.395 -2.088 3.840
C 0.026 -2.169 4.051
C -0.569 -1.578 2.983
N 0.401 -1.151 2.103
C 1.546 -1.465 2.647
C 2.735 -1.029 1.970
N 2.615 -0.475 0.774
C 3.887 -0.027 0.409
C 4.757 -0.367 1.386
N 4.026 -0.982 2.386
H 2.111 -2.499 4.388
H -0.403 -2.617 4.919
H -1.633 -1.546 2.794
H 4.115 0.468 -0.510
H 5.818 -0.322 1.466
H 4.358 -1.366 3.254
C 0.005 0.260 -1.873
C 0.737 0.605 -2.804
C 1.642 1.038 -3.786
C 2.411 0.112 -4.546
C 3.140 0.516 -5.614
C 3.071 1.845 -6.042
C 2.394 2.819 -5.276
C 1.697 2.410 -4.163
H 2.384 -0.945 -4.293
H 3.778 -0.219 -6.130
H 3.602 2.179 -6.929
H 2.355 3.845 -5.576
H 1.035 3.177 -3.652
C 1.406 2.803 1.603
P -0.017 1.984 0.914
C -0.616 3.145 -0.333
C -1.257 1.854 2.184
C -2.486 1.273 1.891
C -3.477 1.169 2.851
C -3.240 1.653 4.133
C -2.034 2.246 4.441
C -1.064 2.319 3.474
H 1.887 2.227 2.396
H 1.145 3.825 1.917
H 2.151 2.836 0.793
H -0.767 4.161 0.054
H -1.546 2.804 -0.735
H 0.083 3.128 -1.160
H -2.624 0.913 0.886
H -4.415 0.635 2.656
H -4.028 1.539 4.868
H -1.798 2.686 5.420
H -0.129 2.787 3.733
N -2.518 -4.175 1.019
C -2.057 -4.033 -0.382
P -2.404 -2.350 -0.898
O -3.981 -2.236 -0.818
O -1.658 -1.371 -0.060
C -2.154 -2.168 -2.633
N -2.603 -0.851 -3.112
H -2.821 -5.132 1.271
H -4.390 -2.427 0.035
H -1.865 -3.827 1.689
H -2.670 -4.675 -1.052
H -1.011 -4.253 -0.554
H -2.638 -3.014 -3.124
H -1.054 -2.310 -2.761
H -3.572 -0.795 -2.866
H -2.551 -0.797 -4.124
H -1.068 0.197 -1.961
```

Here are the Löwdin charges for atoms 1 to 2, given in e: number 1, Pt, carries 1.03; number 2, N, carries 0.16